Entry 1:
C20H21F3N8O3S in the gas phase. Source: the OMol25 dataset; level of theory: ωB97M-V/def2-TZVPD.

Properties
E_LUMO, Ha: -0.0058
SMILES: CNC(=O)c1ccc(Nc2ncc(C(F)(F)F)c(NCc3nccnc3N(C)S(C)(=O)=O)n2)cc1
Energy, hartree: -2135.6178
HOMO energy, eV: -7.2

Geometry (Å):
C: -0.970189 2.009354 6.973086
N: -0.560336 1.219149 5.700113
C: 0.596653 0.375709 5.636954
O: 1.431076 0.489210 6.619280
C: 0.910699 -0.099177 4.446247
C: -0.333694 -0.614733 3.772657
C: -0.207144 -1.242372 2.636702
C: 1.378481 -1.641104 2.125839
N: 1.620099 -2.095394 0.858346
C: 0.770958 -2.267237 -0.233133
N: 1.251097 -2.749966 -1.222837
C: 0.561287 -2.776853 -2.280406
C: -0.739492 -2.068423 -2.354310
C: -1.341647 -1.971288 -3.951853
F: -1.625546 -0.694615 -4.384183
F: -2.617440 -2.431730 -3.740999
F: -0.654623 -2.819943 -4.801641
C: -0.993411 -1.164457 -1.336263
N: -1.921001 -0.126167 -1.493462
C: -1.987067 0.493593 -0.428519
C: -0.884373 1.158884 0.290013
N: -0.768593 1.593961 1.533727
C: 0.086043 1.933823 2.282728
C: 1.401647 1.883081 1.539143
N: 1.395666 1.636115 0.322492
C: 0.704763 1.176009 -0.448283
N: 0.604419 1.061113 -1.880340
C: 1.952440 0.851497 -2.252919
S: -0.139293 2.394204 -2.853313
C: 0.778330 3.753341 -2.657905
O: -1.417591 2.304514 -2.345732
O: -0.090455 1.769748 -4.062872
N: -0.108141 -1.339140 -0.279012
C: 2.418323 -1.263841 2.981889
C: 2.073107 -0.538848 4.077910
H: -1.930320 1.751879 7.388741
H: -0.211207 1.940922 7.629864
H: -1.176473 2.969216 6.749841
H: -1.104989 1.159524 4.880326
H: -1.262595 -0.597102 4.001839
H: -0.827220 -1.758379 1.899798
H: 2.371744 -2.814233 0.969871
H: 1.017140 -3.501398 -3.087788
H: -2.255800 0.110490 -2.298936
H: -2.767174 1.306628 -0.505986
H: -2.691694 0.136797 0.432395
H: 0.075909 2.306955 3.176161
H: 2.111343 2.215225 2.064091
H: 2.193353 -0.173745 -1.800241
H: 2.652806 1.246448 -1.977589
H: 2.040137 0.630196 -3.390415
H: 1.095686 3.760398 -1.580791
H: 1.903211 3.632143 -3.178969
H: 0.243371 4.490178 -3.055571
H: 3.448967 -1.551989 2.739614
H: 2.882168 -0.466338 4.848735

Atoms 1-6, force components in eV/Å:
-1.424 -3.427 -3.589
1.194 -0.695 2.374
1.049 7.255 9.802
-2.440 -1.197 -2.511
-5.727 -3.648 -4.613
6.944 0.331 -1.828

Entry 2:
C4H6FN3 in the gas phase. Source: the OMol25 dataset; level of theory: ωB97M-V/def2-TZVPD.

Properties
E_LUMO, Ha: 0.0286
SMILES: [H]/N=C1\NNC\C1=C\F
Energy, hartree: -419.9986
HOMO energy, eV: -9.5

Geometry (Å):
H: -0.623646 2.761016 -0.168537
N: -0.816247 1.792516 -0.085617
C: 0.114471 0.941968 0.192406
N: 1.668242 0.876907 0.273489
N: 2.020297 -0.373009 -0.553457
C: 1.033443 -1.375408 0.140013
C: -0.247493 -0.477179 0.230720
C: -1.373497 -0.995469 0.037569
F: -2.481944 -0.283852 -0.128161
H: 1.830285 1.561860 -0.428470
H: 2.941656 -0.652450 -0.024218
H: 1.218804 -1.213758 1.283363
H: 1.230628 -2.454094 -0.263476
H: -1.527816 -2.086281 -0.290377

Atoms 1-6, force components in eV/Å:
0.889 1.023 -0.128
1.735 -1.821 1.184
0.202 -0.615 -0.633
-2.628 0.135 -1.420
0.459 -1.199 3.805
1.127 2.242 1.949

Entry 3:
C7H14CrN2OP as an isolated structure. Source: the OMol25 dataset; level of theory: ωB97M-V/def2-TZVPD.

Properties
Net charge: -1
E_LUMO (spin up / spin down), Ha: 0.1092 / 0.1084
<S²>: 6.353
Energy, hartree: -1845.4930
HOMO energy (spin up / spin down), eV: -2.0 / -0.5
2S+1: 5

Geometry (Å):
C: 0.137272 -0.388405 -2.125448
C: -0.957752 -1.267136 -2.305222
C: -0.706019 -2.465063 -1.522876
C: 0.555438 -2.328011 -0.974379
C: 1.072784 -1.029040 -1.281225
Cr: 1.427870 1.837378 -0.130872
P: -0.499818 3.263331 0.545847
H: 0.403726 0.409587 -2.860318
H: -1.823753 -1.129988 -3.026015
H: -1.356654 -3.368099 -1.590906
H: 2.185710 -0.781036 -1.275444
H: 1.082895 -3.097859 -0.437197
H: -1.460826 2.956123 1.365670
H: -1.109328 4.045295 -0.417856
H: 0.305742 4.311439 1.259977
C: 0.403219 0.573062 4.437429
N: -0.565046 -0.367457 3.937708
C: -0.634511 -0.704473 2.604059
N: -1.269897 -1.897653 2.438815
O: -0.172962 0.007633 1.687297
H: 0.869380 1.129969 3.600322
H: 1.191527 0.059161 5.012853
H: -0.088091 1.289419 5.111868
H: -0.919748 -1.047952 4.587746
H: -1.453640 -2.243157 1.491368
H: -1.846715 -2.248469 3.171998

Atoms 1-6, force components in eV/Å:
0.023 -0.089 -1.302
-0.785 -0.395 -0.047
-1.258 0.644 -1.681
0.744 0.637 0.664
1.474 -0.473 -0.449
-1.207 -0.263 0.352

Entry 4:
C13H23LuNO4 as an isolated structure. Source: the OMol25 dataset; level of theory: ωB97M-V/def2-TZVPD.

Properties
Net charge: +3
E_LUMO, Ha: -0.5618
Energy, hartree: -2099.0601
HOMO energy, eV: -18.8

Geometry (Å):
C: 2.007396 -1.740282 1.431223
C: 2.601501 -0.344257 1.687049
C: 1.903517 0.859104 1.013713
C: 2.744752 1.456281 -0.144324
C: 2.236500 0.852887 -1.346932
N: 2.102524 -0.451118 -1.413066
O: 1.820874 1.876505 2.035438
C: 0.756570 1.547351 2.811082
O: 0.539450 1.902968 3.938069
O: -0.056500 0.689182 2.075491
C: 0.398657 0.733671 0.749834
C: -0.242264 1.924913 0.022362
C: -1.493595 1.599930 -0.790910
C: -2.639479 1.064230 0.060678
C: -3.504359 0.002272 -0.627539
C: -2.972650 -1.392752 -0.560387
O: -2.454447 -1.752825 -1.841157
C: -1.569158 -2.731520 -2.019535
H: 2.711177 -2.401150 0.936365
H: 1.775952 -2.221592 2.365817
H: 1.075339 -1.717604 0.881615
H: 3.618843 -0.359757 1.326283
H: 2.689054 -0.154570 2.741100
H: 3.783303 1.159797 -0.030910
H: 2.670543 2.528707 -0.182946
H: 1.863229 1.460307 -2.154612
H: 2.403552 -0.866880 -0.519643
H: 0.175652 -0.148511 0.160855
H: 0.443688 2.428479 -0.647457
H: -0.528496 2.634303 0.782258
H: -1.299085 0.936437 -1.635046
H: -1.802230 2.531319 -1.243319
H: -3.345310 1.843623 0.298395
H: -2.253225 0.709747 1.005146
H: -3.622820 0.214507 -1.680695
H: -4.477176 0.036835 -0.167372
H: -2.224643 -1.542780 0.212315
H: -3.792569 -2.078924 -0.350315
H: -1.927002 -3.390583 -2.798102
H: -0.604794 -2.248305 -2.428191
H: -1.338391 -3.292574 -1.122548
Lu: 1.826122 -2.157374 -2.830083

Atoms 1-6, force components in eV/Å:
-0.018 0.178 0.228
-0.054 -0.612 -1.092
0.066 1.113 1.275
-0.367 0.166 0.363
-0.328 -0.368 -0.458
0.325 -1.509 -1.449

Entry 5:
A 3-piece molecular cluster, H6O3 overall. Source: the OMol25 dataset; level of theory: ωB97M-V/def2-TZVPD.

Properties
E_LUMO, Ha: 0.0286
SMILES: O.O.O
Energy, hartree: -229.2416
HOMO energy, eV: -9.5

Geometry (Å):
O: 1.830984 -0.963411 0.005316
H: 2.587548 -1.517407 -0.081201
H: 1.019274 -1.356724 -0.342908
O: 1.268142 0.920935 -0.100540
H: 1.441103 0.979972 0.852336
H: 1.658347 1.693978 -0.408309
O: -3.352308 -0.294943 -0.047932
H: -4.012526 0.382723 -0.015947
H: -2.440564 0.154880 0.139181

Atoms 1-6, force components in eV/Å:
0.370 -3.014 0.672
0.397 -1.468 -0.286
0.708 -0.302 -0.049
-2.213 2.615 1.314
-0.138 -0.375 -0.447
0.837 2.533 -1.196

What did we get for largest force on an atom? Answer: 18.48; 6.28; 6.03; 2.97; 3.67 eV Å⁻¹, in the order shown.